Record 1
{
  "formula": "C56H66Cl5NO3P3SiY",
  "method": "ωB97M-V with the def2-TZVPD basis set",
  "elements": ["Y", "C", "C", "C", "P", "C", "C", "C", "C", "C", "C", "C", "C", "C", "Si", "C", "C", "C", "C", "C", "C", "P", "C", "C", "C", "C", "C", "C", "C", "C", "C", "C", "C", "C", "P", "C", "C", "C", "C", "C", "C", "H", "H", "H", "H", "H", "H", "H", "H", "H", "H", "H", "H", "H", "H", "H", "H", "H", "H", "H", "H", "H", "H", "H", "H", "H", "H", "H", "H", "H", "H", "H", "H", "H", "H", "H", "H", "H", "H", "H", "H", "H", "H", "H", "H", "H", "H", "H", "H", "H", "H", "H", "H", "H", "H", "Cl", "C", "C", "C", "Cl", "C", "O", "C", "Cl", "C", "H", "H", "Cl", "C", "C", "C", "C", "C", "Cl", "C", "N", "C", "C", "C", "C", "C", "C", "C", "C", "O", "O", "H", "H", "H", "H", "H", "H", "H", "H", "H", "H"],
  "positions_angstrom": [[-0.942, -0.142, -0.067], [2.737, 1.943, -2.063], [2.823, 0.510, -2.577], [4.302, 0.205, -2.826], [1.903, -0.628, -1.437], [1.745, -2.270, -2.307], [2.714, -2.613, -3.437], [1.662, -3.442, -1.328], [3.067, -0.823, -0.035], [4.221, -1.603, -0.168], [5.119, -1.737, 0.877], [4.877, -1.067, 2.070], [3.736, -0.295, 2.209], [2.798, -0.154, 1.177], [1.135, 0.786, 1.418], [0.824, 0.648, 3.310], [1.367, 1.571, 4.214], [1.219, 1.440, 5.586], [0.530, 0.350, 6.097], [-0.039, -0.568, 5.229], [0.061, -0.425, 3.840], [-0.747, -1.566, 2.620], [-2.434, -2.171, 3.170], [-3.562, -1.821, 2.186], [-2.918, -1.846, 4.583], [0.202, -3.151, 2.758], [1.665, -2.993, 2.371], [0.119, -3.832, 4.125], [1.664, 2.605, 1.055], [2.912, 3.078, 1.497], [3.378, 4.344, 1.188], [2.600, 5.191, 0.409], [1.372, 4.752, -0.052], [0.897, 3.468, 0.247], [-0.752, 2.885, -0.324], [-1.000, 3.132, -2.160], [-0.185, 4.208, -2.874], [-0.934, 1.791, -2.901], [-1.924, 4.122, 0.429], [-1.512, 4.497, 1.854], [-2.191, 5.401, -0.366], [3.160, 2.628, -2.803], [3.309, 2.054, -1.139], [1.723, 2.259, -1.847], [2.270, 0.443, -3.523], [4.876, 0.339, -1.907], [4.686, 0.923, -3.556], [4.499, -0.791, -3.206], [0.751, -2.166, -2.755], [3.720, -2.819, -3.069], [2.780, -1.837, -4.199], [2.371, -3.527, -3.928], [2.634, -3.657, -0.882], [1.332, -4.332, -1.870], [0.946, -3.271, -0.526], [4.418, -2.120, -1.098], [6.000, -2.356, 0.761], [5.573, -1.163, 2.895], [3.549, 0.184, 3.166], [1.918, 2.423, 3.834], [1.647, 2.178, 6.254], [0.423, 0.219, 7.167], [-0.577, -1.401, 5.652], [-2.294, -3.253, 3.100], [-4.071, -0.904, 2.480], [-4.308, -2.619, 2.198], [-3.237, -1.702, 1.151], [-2.893, -0.772, 4.774], [-2.346, -2.344, 5.364], [-3.956, -2.174, 4.687], [-0.286, -3.780, 2.005], [2.185, -2.345, 3.079], [1.794, -2.570, 1.378], [2.160, -3.968, 2.387], [0.668, -3.257, 4.873], [0.589, -4.817, 4.070], [-0.898, -3.979, 4.488], [3.550, 2.423, 2.080], [4.349, 4.666, 1.545], [2.949, 6.185, 0.159], [0.779, 5.420, -0.662], [-2.054, 3.424, -2.196], [0.887, 4.038, -2.776], [-0.398, 5.208, -2.499], [-0.424, 4.199, -3.940], [0.059, 1.344, -2.859], [-1.180, 1.925, -3.958], [-1.668, 1.073, -2.524], [-2.864, 3.567, 0.489], [-0.675, 5.198, 1.842], [-1.209, 3.642, 2.455], [-2.352, 4.984, 2.356], [-1.311, 6.045, -0.405], [-2.979, 5.969, 0.135], [-2.528, 5.219, -1.384], [-7.335, 3.161, 2.719], [-6.054, 2.397, 1.816], [-4.837, 2.157, 2.427], [-3.845, 1.554, 1.679], [-2.296, 1.220, 2.407], [-3.989, 1.166, 0.337], [-3.017, 0.633, -0.336], [-5.252, 1.431, -0.222], [-5.520, 0.996, -1.882], [-6.269, 2.035, 0.496], [-4.664, 2.437, 3.457], [-7.221, 2.226, 0.023], [-0.258, -2.853, -5.819], [-1.817, -3.158, -6.510], [-1.959, -2.989, -7.878], [-3.209, -3.091, -8.462], [-4.314, -3.359, -7.671], [-4.146, -3.557, -6.314], [-5.554, -3.900, -5.350], [-2.897, -3.482, -5.686], [-2.791, -3.638, -4.307], [-2.039, -4.620, -3.643], [-1.334, -5.597, -4.339], [-0.605, -6.558, -3.656], [-0.595, -6.582, -2.269], [-1.328, -5.628, -1.578], [-2.049, -4.643, -2.239], [-2.803, -3.602, -1.428], [-1.901, -2.415, -1.191], [-1.876, -1.448, -1.982], [-1.148, -2.435, -0.151], [-1.085, -2.743, -8.465], [-3.325, -2.945, -9.527], [-5.306, -3.427, -8.095], [-3.599, -3.313, -3.803], [-1.359, -5.604, -5.421], [-0.057, -7.304, -4.217], [-0.036, -7.336, -1.732], [-1.341, -5.634, -0.494], [-3.081, -4.026, -0.464], [-3.714, -3.264, -1.919]],
  "atomic_forces_ev_per_a": [[-1.1879, -0.2808, -0.4706], [0.0732, 0.0183, 0.0182], [0.0831, 0.0266, -0.1481], [0.0165, 0.0841, -0.0415], [-0.3130, -0.0457, 0.4250], [0.0285, -0.0753, -0.1520], [0.0249, -0.0473, -0.0275], [0.0336, -0.0508, 0.0557], [0.1038, 0.0755, -0.0149], [-0.0428, 0.0233, -0.0063], [-0.0446, 0.0303, 0.0312], [0.0039, -0.0068, -0.0440], [-0.0565, 0.0167, -0.0481], [0.0984, -0.1142, -0.0288], [0.7825, 0.4934, 0.4956], [-0.0025, 0.0121, 0.1348], [-0.0522, -0.0806, -0.0385], [-0.0256, -0.0433, -0.0189], [0.0135, 0.0366, -0.0318], [-0.0444, -0.0147, -0.1189], [0.0208, -0.0048, 0.0175], [0.3146, 0.4555, -0.0582], [-0.1326, -0.1102, 0.0888], [-0.0322, 0.0759, -0.0711], [-0.0270, 0.0022, 0.0257], [-0.0206, -0.1390, 0.0621], [0.0583, 0.0282, 0.0343], [0.0674, -0.0513, 0.0399], [0.1573, 0.0963, 0.0267], [-0.1349, -0.0212, -0.0399], [-0.0375, 0.0166, -0.0454], [0.0419, -0.0495, 0.0532], [-0.0858, -0.0532, -0.0629], [0.0239, 0.1513, -0.0134], [0.3419, -0.1836, 0.0232], [-0.1007, 0.0418, -0.1159], [-0.0012, 0.0103, -0.0539], [-0.0210, -0.0151, -0.0274], [-0.1084, 0.0580, 0.0415], [0.0744, 0.0462, 0.0518], [-0.0231, 0.0856, 0.0427], [-0.0019, -0.0003, 0.0116], [-0.0034, -0.0036, -0.0155], [-0.0954, -0.0216, -0.0238], [0.0244, -0.0267, -0.0019], [-0.0291, -0.0038, 0.0005], [0.0040, -0.0268, 0.0073], [-0.0208, -0.0838, -0.0233], [-0.0266, 0.0170, -0.0555], [0.0048, 0.0218, 0.0180], [-0.0174, 0.0400, 0.0025], [-0.0566, -0.0086, -0.0118], [0.0022, 0.0011, -0.0065], [0.0179, 0.0232, 0.0042], [-0.0155, 0.0394, -0.0282], [-0.0040, 0.0116, -0.0105], [0.0003, 0.0033, 0.0016], [-0.0084, 0.0065, 0.0072], [-0.0216, 0.0183, -0.0110], [0.0145, 0.0072, -0.0352], [0.0037, -0.0001, -0.0054], [0.0035, -0.0077, -0.0021], [-0.0408, -0.0474, -0.0020], [-0.0099, -0.0233, 0.0215], [0.0120, 0.0022, -0.0069], [-0.0112, 0.0188, 0.0254], [0.0571, -0.0641, 0.0640], [0.0071, 0.0032, -0.0141], [0.0441, -0.0243, -0.0103], [0.0171, 0.0034, -0.0064], [-0.0426, -0.0090, 0.0215], [-0.0187, -0.0182, -0.0047], [-0.0392, -0.0014, 0.0157], [-0.0202, -0.0034, 0.0125], [-0.0040, 0.0190, -0.0186], [-0.0027, 0.0134, -0.0070], [-0.0463, 0.0227, -0.0305], [-0.0157, -0.0096, 0.0154], [-0.0033, 0.0082, 0.0006], [-0.0004, 0.0020, -0.0017], [0.0076, -0.0256, 0.0174], [-0.0296, 0.0248, 0.0332], [0.0272, -0.0211, 0.0025], [-0.0179, -0.0168, 0.0194], [-0.0079, -0.0006, 0.0169], [0.0981, -0.0638, 0.0180], [0.0442, 0.0690, 0.0092], [0.0117, 0.0367, 0.0746], [-0.0085, 0.0244, -0.0627], [-0.0127, -0.0026, -0.0185], [0.0042, -0.0291, -0.0199], [0.0098, -0.0029, 0.0018], [0.0163, -0.0284, 0.0160], [0.0157, -0.0118, 0.0085], [-0.0212, -0.0235, -0.0205], [0.0781, -0.0451, -0.0541], [-0.0914, 0.0416, 0.0552], [-0.0044, -0.0013, -0.0089], [0.0224, -0.0197, 0.1859], [-0.1081, 0.0847, 0.0973], [0.2969, 0.0119, -0.2160], [0.0651, -0.3303, 0.1872], [-0.1570, 0.0680, -0.0474], [0.0455, 0.0195, 0.1050], [-0.0057, -0.0102, -0.0454], [0.0061, -0.0117, -0.0056], [0.0032, -0.0038, 0.0071], [0.0573, -0.0808, 0.1388], [0.1030, 0.1145, -0.0672], [-0.0167, 0.0040, -0.0033], [0.0128, -0.0154, 0.0266], [-0.0106, 0.0048, -0.0067], [-0.0977, -0.0580, -0.0417], [0.0402, 0.0009, 0.0090], [-0.0859, -0.0960, 0.0775], [0.1753, 0.0481, 0.0456], [-0.2376, 0.1177, -0.0319], [0.1142, -0.0006, -0.0290], [-0.0033, -0.0253, 0.0485], [-0.0263, 0.0388, -0.0912], [-0.0046, 0.0348, 0.0105], [-0.1093, 0.0776, 0.0412], [0.0777, -0.2452, -0.1391], [0.3579, 0.0984, -0.0623], [0.1646, -0.0005, 0.1121], [-0.3940, -0.1575, -0.2837], [-0.0079, -0.0069, -0.0061], [0.0019, -0.0038, 0.0034], [0.0063, -0.0011, -0.0097], [0.0307, 0.0300, 0.0006], [0.0143, -0.0083, 0.0119], [0.0030, 0.0036, -0.0034], [0.0050, -0.0083, -0.0035], [0.0103, -0.0032, -0.0086], [0.0354, -0.0137, 0.0113], [-0.0283, 0.0234, 0.0075]],
  "lowdin_charge": [1.10, -0.12, -0.53, -0.11, 1.06, -0.52, -0.12, -0.11, -0.38, -0.11, -0.07, -0.08, -0.12, -0.30, 0.57, -0.32, -0.10, -0.08, -0.08, -0.10, -0.38, 1.02, -0.52, -0.12, -0.12, -0.53, -0.11, -0.11, -0.30, -0.11, -0.07, -0.07, -0.10, -0.39, 1.05, -0.52, -0.11, -0.12, -0.52, -0.12, -0.11, 0.09, 0.08, 0.02, 0.11, 0.08, 0.08, 0.05, 0.08, 0.06, 0.07, 0.07, 0.07, 0.08, 0.04, 0.09, 0.10, 0.10, 0.10, 0.09, 0.10, 0.10, 0.08, 0.09, 0.05, 0.09, 0.04, 0.07, 0.06, 0.08, 0.10, 0.08, 0.04, 0.09, 0.07, 0.08, 0.06, 0.09, 0.10, 0.10, 0.08, 0.10, 0.06, 0.06, 0.08, 0.04, 0.09, 0.04, 0.08, 0.08, 0.03, 0.08, 0.07, 0.08, 0.06, 0.65, -0.67, -0.13, -0.55, 0.83, -0.51, -0.29, -0.58, 0.70, -0.13, 0.11, 0.11, 0.74, -0.59, -0.11, -0.08, -0.11, -0.57, 0.71, -0.30, 0.07, -0.20, -0.04, -0.08, -0.10, -0.05, -0.14, -0.03, -0.64, -0.05, -0.21, 0.10, 0.11, 0.10, 0.09, 0.11, 0.10, 0.10, 0.12, 0.12, 0.12],
  "homo_lumo_gap_ha": 0.2716,
  "charge": 0
}

---

Record 2
{
  "formula": "H4N4",
  "method": "ωB97M-V with the def2-TZVPD basis set",
  "elements": ["N", "N", "N", "N", "H", "H", "H", "H"],
  "positions_angstrom": [[-0.516, 1.414, 0.204], [-1.172, -0.676, 0.127], [1.079, -0.216, 0.125], [-0.259, 0.179, 0.159], [-1.498, 1.517, 0.382], [-0.852, -1.671, -0.071], [2.062, 0.544, -0.511], [1.155, -1.091, -0.415]],
  "atomic_forces_ev_per_a": [[-0.4226, 5.2723, -0.1602], [-4.7340, -4.9982, -0.6633], [4.1296, 1.3770, -1.1812], [6.1840, -1.6925, -0.1904], [-0.6937, -0.0979, 0.1617], [-0.0574, 1.7576, 0.2330], [-4.0951, -2.0572, 1.6608], [-0.3109, 0.4389, 0.1397]],
  "lowdin_spin": [0.69, 0.67, 0.01, 0.44, 0.04, 0.03, 0.10, 0.02],
  "homo_lumo_gap_ha": [0.2486, 0.3181],
  "s_squared": 2.017,
  "charge": 0,
  "multiplicity": 3
}

---

Record 3
{
  "formula": "C12H26N6O3",
  "method": "ωB97M-V with the def2-TZVPD basis set",
  "elements": ["H", "N", "C", "N", "N", "C", "C", "C", "C", "N", "C", "O", "N", "C", "C", "C", "C", "C", "N", "C", "O", "O", "H", "H", "H", "H", "H", "H", "H", "H", "H", "H", "H", "H", "H", "H", "H", "H", "H", "H", "H", "H", "H", "H", "H", "H", "H"],
  "positions_angstrom": [[-4.341, 4.659, 3.092], [-3.439, 5.122, 2.981], [-2.493, 4.401, 3.472], [-1.168, 4.802, 3.260], [-2.613, 3.241, 4.236], [-1.687, 2.142, 4.075], [-1.733, 1.463, 2.700], [-0.828, 0.251, 2.629], [-0.888, -0.535, 1.320], [-0.365, -1.900, 1.367], [-0.176, 0.213, 0.181], [0.109, 1.392, 0.227], [0.069, -0.578, -0.933], [0.978, -0.123, -1.964], [2.386, -0.717, -1.856], [2.439, -2.246, -1.687], [1.803, -3.067, -2.813], [2.573, -3.005, -4.137], [1.879, -3.544, -5.297], [0.370, -0.329, -3.361], [1.015, -0.261, -4.385], [-0.954, -0.530, -3.391], [-1.151, 5.711, 2.783], [-0.582, 4.765, 4.064], [-3.589, 2.955, 4.304], [-0.690, 2.485, 4.255], [-1.946, 1.417, 4.873], [-1.458, 2.185, 1.929], [-2.801, 1.140, 2.479], [0.216, 0.558, 2.828], [-1.075, -0.456, 3.437], [-1.944, -0.611, 1.035], [0.520, -1.908, 1.871], [-0.985, -2.505, 1.922], [0.076, -1.592, -0.714], [1.075, 0.965, -1.832], [2.929, -0.427, -2.772], [2.878, -0.251, -0.993], [1.963, -2.489, -0.702], [3.486, -2.505, -1.574], [1.727, -4.136, -2.515], [0.754, -2.725, -2.975], [3.528, -3.556, -4.008], [2.840, -1.991, -4.360], [1.100, -2.914, -5.524], [1.486, -4.449, -5.071], [-1.291, -0.517, -2.456]],
  "atomic_forces_ev_per_a": [[0.0759, 0.0726, -0.0167], [0.3239, -0.6844, 0.3396], [0.1447, 0.6530, -0.2750], [-0.8129, 0.4891, -0.8395], [-0.8090, 0.4623, -0.1923], [-0.6799, -0.9241, -0.0298], [-1.3048, -0.1061, -0.1677], [0.7112, -0.2528, 0.4533], [-0.1238, 0.2279, -0.1244], [-0.2229, -0.5211, 0.7088], [0.0524, -0.0220, -0.4162], [-0.0727, -0.3229, 0.0456], [-0.0470, -0.7517, 0.6983], [0.1333, 0.2316, -0.2677], [0.1060, -0.1867, -0.4272], [-0.5111, 0.1655, 0.7096], [-0.4997, -0.2218, 0.1085], [0.4195, -0.6714, 0.3422], [-0.4237, 0.4801, 0.0107], [0.4646, 0.3326, -0.6511], [-0.5131, -0.1275, 0.9063], [-0.3528, 0.0210, 0.7973], [0.0273, -0.6867, 0.4238], [0.3828, -0.0185, 0.4956], [0.4711, 0.0551, -0.0003], [0.6519, 0.1975, 0.2154], [0.2838, 0.2272, -0.3803], [-0.0038, -0.0256, 0.0710], [1.0289, 0.3474, 0.2749], [-0.2874, -0.0701, -0.1752], [-0.1043, 0.1363, -0.1227], [0.0703, 0.0130, -0.1328], [0.0000, 0.0241, -0.1281], [0.2894, 0.4051, -0.4175], [-0.0940, 0.9824, -0.1292], [-0.1503, -0.2044, -0.1208], [-0.1558, 0.0188, 0.4467], [-0.0037, -0.0497, -0.1920], [0.3182, -0.0354, -0.6936], [0.2469, -0.2171, 0.0060], [-0.0015, 0.5767, -0.0206], [0.5251, -0.2501, -0.0097], [-0.3912, 0.2019, -0.0420], [0.1091, 0.5830, -0.1637], [0.3700, -0.4267, 0.0409], [-0.0926, -0.0705, -0.0756], [0.4516, -0.0569, -0.8829]],
  "nbo_charge": [0.33, -0.76, 0.58, -0.84, -0.63, -0.20, -0.42, -0.41, -0.14, -0.84, 0.69, -0.60, -0.68, -0.19, -0.40, -0.41, -0.42, -0.22, -0.82, 0.79, -0.59, -0.67, 0.40, 0.38, 0.38, 0.20, 0.19, 0.25, 0.18, 0.21, 0.20, 0.21, 0.36, 0.37, 0.44, 0.27, 0.24, 0.22, 0.19, 0.22, 0.20, 0.19, 0.18, 0.20, 0.36, 0.34, 0.50],
  "homo_lumo_gap_ha": 0.3404,
  "charge": 0,
  "smiles": "[H]/N=C(/N)NCCC[C@H](N)C(=O)N[C@@H](CCCCN)C(=O)O"
}

---

Record 4
{
  "formula": "C4H14N2S",
  "method": "ωB97M-V with the def2-TZVPD basis set",
  "elements": ["C", "N", "C", "H", "H", "H", "H", "H", "H", "H", "H", "C", "C", "S", "N", "H", "H", "H", "H", "H", "H"],
  "positions_angstrom": [[-1.460, -2.039, 1.598], [-0.579, -0.905, 1.271], [0.828, -1.188, 1.424], [-2.302, -2.003, 0.906], [-0.954, -2.990, 1.482], [-1.750, -1.944, 2.650], [0.210, -0.987, -1.271], [-0.765, -0.646, 0.295], [1.032, -1.387, 2.478], [1.392, -0.309, 1.103], [1.256, -2.046, 0.852], [0.556, 1.904, -0.689], [-0.653, 1.826, -1.633], [-1.364, 0.128, -1.827], [1.759, 1.221, -1.180], [0.202, 1.404, 0.204], [0.785, 2.939, -0.411], [-0.469, 2.337, -2.585], [-1.466, 2.376, -1.182], [2.265, 1.893, -1.746], [1.480, 0.416, -1.740]],
  "atomic_forces_ev_per_a": [[0.5080, 0.8445, 0.1479], [-0.4429, -0.3627, -0.8789], [0.5014, 0.0205, 0.0493], [-0.2477, -0.0969, 0.3878], [0.1428, -0.4247, -0.1460], [-0.3535, -0.1773, -0.2340], [-3.0048, 2.1779, -1.3164], [0.0936, -0.0760, 0.9189], [0.1684, 0.0791, -0.0083], [0.1213, -0.0215, 0.2001], [-0.5044, 0.1277, 0.1157], [-0.3421, -0.8282, -0.0758], [0.0056, 0.1567, -0.1539], [3.2646, -1.3723, 0.6110], [-0.2780, 0.6935, 0.2088], [0.1611, -0.0164, 0.5266], [-0.0242, -0.1771, -0.2700], [0.1502, -0.5678, -0.1154], [-0.3643, 0.1300, 0.3160], [0.1170, -0.4286, -0.2603], [0.3279, 0.3197, -0.0230]],
  "nbo_charge": [-0.42, -0.66, -0.43, 0.20, 0.17, 0.19, 0.09, 0.37, 0.19, 0.21, 0.15, -0.24, -0.54, -0.01, -0.83, 0.20, 0.21, 0.21, 0.23, 0.36, 0.36],
  "homo_lumo_gap_ha": 0.2728,
  "charge": 0
}

---

Record 5
{
  "formula": "CH3ClOSi",
  "method": "ωB97M-V with the def2-TZVPD basis set",
  "elements": ["O", "C", "Si", "Cl", "H", "H", "H"],
  "positions_angstrom": [[0.921, 1.202, 1.386], [0.580, 0.927, 0.236], [-0.293, -0.622, -0.158], [-2.102, 1.124, -0.309], [0.758, 1.661, -0.554], [0.238, -1.679, -0.977], [-1.042, -1.006, 1.092]],
  "atomic_forces_ev_per_a": [[-0.5450, -0.6254, -1.4085], [2.1537, 1.6013, 1.7472], [-3.6225, 1.3317, 2.1860], [1.3682, -1.8318, -0.7043], [-0.0237, 0.2528, -0.2952], [-0.0802, -0.2290, -0.8681], [0.7494, -0.4995, -0.6570]],
  "nbo_charge": [-0.50, -0.02, 1.13, -0.49, 0.15, -0.15, -0.12],
  "homo_lumo_gap_ha": 0.3204,
  "charge": 0,
  "smiles": "O=C[SiH2]Cl"
}